1.
{"formula": "C36H38ClN4OPS5SbSn", "method": "ωB97M-V with the def2-TZVPD basis set", "total_charge": -2, "homo_lumo_gap_ev": [5.448, 5.742], "spin_multiplicity": 2, "lumo_energy_ev": [4.1, 4.0], "symbols": ["Sn", "C", "N", "C", "C", "N", "C", "C", "C", "C", "C", "C", "C", "S", "C", "C", "C", "C", "C", "C", "S", "H", "H", "H", "H", "H", "H", "H", "H", "H", "H", "H", "H", "H", "H", "H", "H", "H", "H", "Cl", "C", "C", "C", "C", "C", "C", "P", "C", "C", "C", "C", "C", "C", "C", "C", "C", "C", "C", "C", "H", "H", "H", "H", "H", "H", "H", "H", "H", "H", "H", "H", "H", "H", "S", "Sb", "S", "S", "C", "N", "C", "N", "O", "H", "H", "H", "H", "H", "H"], "positions_angstrom": [[-0.28368, -0.92576, -1.55335], [2.45671, 0.90315, -0.11994], [1.44460, 1.50928, -0.97729], [0.58475, 2.39242, -0.21022], [-0.61552, 2.88318, -1.00240], [-1.60512, 1.84368, -1.21340], [-2.37039, 1.55533, -0.00688], [-2.44837, 2.01075, -2.35168], [-2.68872, 3.27316, -2.88940], [-3.50948, 3.44967, -3.99501], [-4.11564, 2.34074, -4.56511], [-3.88801, 1.08224, -4.03205], [-3.05561, 0.87462, -2.92563], [-2.83421, -0.76300, -2.34009], [1.98459, 2.11422, -2.16115], [2.87831, 3.17582, -2.03716], [3.41804, 3.81421, -3.14047], [3.04568, 3.37291, -4.40599], [2.16135, 2.32001, -4.54151], [1.60205, 1.65540, -3.43356], [0.49702, 0.33212, -3.77669], [3.08432, 1.65757, 0.38506], [3.07712, 0.22565, -0.70055], [1.95646, 0.30411, 0.64598], [1.13866, 3.27116, 0.17223], [0.25969, 1.83139, 0.66912], [-0.26779, 3.23514, -1.97484], [-1.04946, 3.75232, -0.47447], [-1.71414, 1.17805, 0.77863], [-3.10072, 0.77745, -0.21979], [-2.88807, 2.45714, 0.36274], [-2.22417, 4.13993, -2.43595], [-3.66616, 4.44181, -4.40200], [-4.75337, 2.44906, -5.43549], [-4.33631, 0.20868, -4.48908], [3.15332, 3.50050, -1.03895], [4.11437, 4.63529, -3.01790], [3.44714, 3.85117, -5.29274], [1.87220, 1.97958, -5.52849], [1.86786, -2.60653, 1.23042], [0.95487, -3.25964, 2.54450], [1.22692, -4.55638, 2.95083], [0.50386, -5.10939, 3.99453], [-0.48325, -4.36715, 4.62638], [-0.75695, -3.07690, 4.19868], [-0.04930, -2.50058, 3.14739], [-0.45543, -0.86405, 2.42241], [-2.14233, -0.56783, 3.09037], [-3.19915, -0.90226, 2.24223], [-4.51299, -0.70691, 2.64701], [-4.78623, -0.16246, 3.89359], [-3.74066, 0.18156, 4.74143], [-2.42765, -0.02322, 4.34233], [0.54179, 0.25965, 3.48239], [0.20808, 1.61752, 3.50402], [1.00243, 2.53954, 4.16476], [2.16321, 2.12587, 4.80817], [2.51178, 0.78454, 4.78501], [1.70752, -0.14149, 4.13061], [1.97139, -5.12883, 2.41467], [0.69972, -6.13052, 4.29781], [-1.06073, -4.80081, 5.43384], [-1.55662, -2.51853, 4.66785], [-2.99002, -1.32272, 1.26252], [-5.31949, -0.97414, 1.97565], [-5.81191, -0.00053, 4.20376], [-3.94823, 0.60947, 5.71556], [-1.61456, 0.24798, 5.00577], [-0.68989, 1.95534, 2.99579], [0.72078, 3.58590, 4.16699], [2.79286, 2.84664, 5.31577], [3.41831, 0.45061, 5.27579], [1.99367, -1.18603, 4.12097], [0.99630, -6.10742, -0.92640], [-0.76062, -4.69106, -1.44748], [-0.13281, -3.09710, -3.09085], [-1.64097, -3.47167, 0.29743], [2.91951, -2.78302, -4.90535], [3.07969, -2.00245, -3.69328], [3.02542, -2.58136, -2.44901], [3.22610, -3.94238, -2.38955], [2.87850, -1.89748, -1.44029], [2.92386, -2.09771, -5.75187], [1.97728, -3.34073, -4.91768], [3.75704, -3.47372, -5.02758], [2.55963, -1.13010, -3.69669], [2.82389, -4.45570, -3.16174], [2.86609, -4.33594, -1.52399]], "forces_ev_per_a": [[-0.2, -0.1, 0.0], [0.0, 0.0, 0.0], [0.1, 0.0, 0.0], [0.0, 0.0, 0.0], [0.0, 0.0, 0.0], [0.0, 0.0, 0.0], [0.0, 0.0, 0.0], [0.0, 0.0, 0.0], [0.0, 0.0, 0.0], [0.0, 0.0, 0.0], [0.0, 0.0, 0.0], [0.0, 0.0, 0.0], [0.0, 0.0, -0.1], [0.1, 0.0, 0.0], [0.0, 0.0, 0.0], [0.0, 0.0, 0.0], [0.0, 0.0, 0.0], [0.0, 0.0, 0.0], [0.0, 0.0, 0.0], [0.0, 0.0, 0.0], [0.0, 0.0, 0.0], [0.0, 0.0, 0.0], [0.0, 0.0, 0.0], [0.0, 0.0, 0.0], [0.0, 0.0, 0.0], [0.0, 0.0, 0.0], [0.0, 0.0, 0.0], [0.0, 0.0, 0.0], [0.0, 0.0, 0.0], [0.0, 0.0, 0.0], [0.0, 0.0, 0.0], [0.0, 0.0, 0.0], [0.0, 0.0, 0.0], [0.0, 0.0, 0.0], [0.0, 0.0, 0.0], [0.0, 0.0, 0.0], [0.0, 0.0, 0.0], [0.0, 0.0, 0.0], [0.0, 0.0, 0.0], [0.0, 0.0, 0.0], [0.0, 0.0, 0.0], [0.0, 0.0, 0.0], [0.0, 0.0, 0.0], [0.0, 0.0, 0.0], [0.0, 0.0, 0.0], [0.0, 0.0, 0.0], [0.0, 0.0, 0.0], [0.0, 0.0, 0.0], [0.0, 0.0, 0.0], [0.0, 0.0, 0.0], [0.0, 0.0, 0.0], [0.0, 0.0, 0.0], [0.0, 0.0, 0.0], [0.0, 0.0, 0.0], [0.0, 0.0, 0.0], [0.0, 0.0, 0.0], [0.0, 0.0, 0.0], [0.0, 0.0, 0.0], [0.0, 0.0, 0.0], [0.0, 0.0, 0.0], [0.0, 0.0, 0.0], [0.0, 0.0, 0.0], [0.0, 0.0, 0.0], [0.0, 0.0, 0.0], [0.0, 0.0, 0.0], [0.0, 0.0, 0.0], [0.0, 0.0, 0.0], [0.0, 0.0, 0.0], [0.0, 0.0, 0.0], [0.0, 0.0, 0.0], [0.0, 0.0, 0.0], [0.0, 0.0, 0.0], [0.0, 0.0, 0.0], [0.0, 0.0, 0.0], [0.1, 0.0, 0.0], [0.0, 0.0, 0.0], [-0.1, 0.0, 0.0], [0.0, 0.0, 0.0], [0.0, 0.0, 0.0], [0.0, -0.1, 0.0], [0.0, 0.0, 0.0], [0.1, 0.1, 0.0], [0.0, 0.0, 0.0], [0.0, 0.0, 0.0], [0.0, 0.0, 0.0], [0.0, 0.0, 0.0], [0.0, 0.0, 0.0], [0.0, 0.0, 0.0]], "mulliken_spin": [0.02, 0.01, -0.02, 0.00, 0.00, 0.00, 0.00, 0.00, 0.00, 0.00, 0.00, 0.00, 0.00, 0.00, 0.00, 0.00, 0.00, 0.00, 0.00, 0.00, 0.00, 0.00, 0.00, 0.00, 0.00, 0.00, 0.00, 0.00, 0.00, 0.00, 0.00, 0.00, 0.00, 0.00, 0.00, 0.00, 0.00, 0.00, 0.00, 0.00, 0.01, 0.00, 0.00, 0.00, 0.01, 0.01, 0.00, -0.01, 0.01, 0.01, 0.00, 0.00, 0.00, 0.01, 0.00, 0.00, 0.00, 0.00, 0.00, 0.00, 0.00, 0.00, 0.00, -0.01, 0.00, 0.00, 0.00, 0.00, 0.00, 0.00, 0.00, 0.00, 0.00, 0.23, 0.39, 0.13, 0.19, 0.00, 0.00, 0.00, 0.00, 0.00, 0.00, 0.00, 0.00, 0.00, 0.00, 0.00]}

2.
{"formula": "C36H38N2O2PRhSTe", "method": "ωB97M-V with the def2-TZVPD basis set", "total_charge": 0, "homo_lumo_gap_ev": 5.705, "spin_multiplicity": 1, "lumo_energy_ev": 0.1, "symbols": ["Rh", "C", "C", "C", "C", "C", "C", "P", "C", "C", "C", "C", "C", "C", "C", "C", "C", "C", "C", "C", "C", "C", "C", "C", "H", "H", "H", "H", "H", "H", "H", "H", "H", "H", "H", "H", "H", "H", "H", "H", "C", "C", "N", "C", "C", "C", "O", "C", "C", "C", "C", "N", "C", "H", "H", "H", "H", "H", "H", "H", "H", "H", "H", "H", "H", "H", "H", "O", "S", "C", "C", "C", "C", "H", "H", "H", "H", "H", "H", "H", "H", "Te"], "positions_angstrom": [[0.46496, -1.03713, 0.49342], [-3.99672, -0.59224, 3.99601], [-2.99958, -0.20336, 4.87795], [-1.66211, -0.31996, 4.52298], [-1.30814, -0.81791, 3.27000], [-2.32039, -1.21920, 2.39459], [-3.65477, -1.10930, 2.75438], [0.41365, -1.12502, 2.72565], [1.45007, -0.21404, 3.90445], [1.11748, 1.08552, 4.27810], [1.95151, 1.81674, 5.11189], [3.12646, 1.25028, 5.58236], [3.46150, -0.04584, 5.21782], [2.63483, -0.77409, 4.37787], [0.59742, -2.88544, 3.08216], [0.72907, -3.46033, 4.31766], [0.74341, -4.86571, 4.42697], [0.58484, -5.64533, 3.31384], [0.40724, -5.06959, 2.03310], [0.18922, -5.84718, 0.86985], [-0.01102, -5.22459, -0.32729], [0.02995, -3.81396, -0.43646], [0.27192, -3.00481, 0.65106], [0.43773, -3.66242, 1.91241], [-5.03810, -0.50270, 4.27976], [-3.26077, 0.18723, 5.85414], [-0.89714, -0.02956, 5.22963], [-2.05384, -1.64402, 1.43167], [-4.42693, -1.43337, 2.06715], [0.20354, 1.53678, 3.91819], [1.68126, 2.82749, 5.39204], [3.78145, 1.81910, 6.23073], [4.38390, -0.48947, 5.57108], [2.91982, -1.77069, 4.06922], [0.82356, -2.84714, 5.20681], [0.87108, -5.32541, 5.39926], [0.58384, -6.72650, 3.40102], [0.17819, -6.92852, 0.94777], [-0.19385, -5.81384, -1.21869], [-0.13005, -3.37746, -1.41418], [0.89439, 1.16875, -7.31525], [-0.18426, 0.90964, -6.27166], [-0.35838, 2.00959, -5.33008], [-0.97816, 3.23438, -5.83488], [0.02201, 4.36490, -6.02983], [-0.12430, 1.94429, -3.99366], [-0.45130, 2.85582, -3.23943], [0.56400, 0.73372, -3.43611], [1.81829, 0.29843, -3.86108], [2.39131, -0.79299, -3.24824], [1.70737, -1.41639, -2.21238], [0.52655, -0.97778, -1.76469], [-0.01899, 0.07941, -2.37283], [1.07313, 0.26721, -7.90251], [1.83354, 1.46434, -6.84530], [0.59889, 1.96233, -8.00363], [0.02923, 0.00196, -5.71602], [-1.14293, 0.74863, -6.77414], [-1.74418, 3.54253, -5.12417], [-1.47048, 2.98363, -6.77548], [0.50605, 4.60083, -5.08236], [-0.48691, 5.26238, -6.38533], [0.78962, 4.09654, -6.75671], [2.33767, 0.82307, -4.65437], [3.37119, -1.15276, -3.52824], [2.11755, -2.28428, -1.71767], [-0.97221, 0.41795, -1.98800], [0.56455, 1.17305, 0.01220], [-0.14404, 2.05397, 1.01271], [-0.09769, 3.69890, 0.22585], [-1.52023, 4.09473, -0.16804], [-2.27289, 2.79544, -0.44010], [-1.92740, 1.88392, 0.72744], [0.53984, 3.52886, -0.64251], [0.39138, 4.39880, 0.90165], [-1.50554, 4.74346, -1.04381], [-1.99768, 4.64347, 0.64822], [-1.91269, 2.36753, -1.37584], [-3.34955, 2.94974, -0.52279], [-2.11830, 0.82247, 0.57556], [-2.41734, 2.18683, 1.65838], [3.03445, -1.18433, 0.87877]], "forces_ev_per_a": [[-0.3, 0.2, 0.0], [0.0, 0.0, 0.0], [0.0, 0.0, 0.0], [-0.1, -0.1, 0.0], [-0.1, 0.0, 0.1], [0.0, 0.0, 0.0], [0.0, 0.0, 0.0], [0.3, -0.2, -0.5], [-0.1, 0.1, 0.0], [0.1, 0.0, 0.0], [0.0, 0.0, 0.0], [0.0, 0.0, 0.0], [0.0, 0.0, 0.0], [0.0, 0.0, 0.1], [0.0, 0.0, 0.1], [0.0, 0.0, 0.0], [0.0, 0.0, 0.0], [0.0, 0.0, 0.0], [0.0, 0.0, 0.0], [0.0, 0.0, 0.0], [0.0, 0.0, 0.0], [-0.1, 0.0, 0.0], [0.2, 0.0, 0.0], [-0.1, -0.1, 0.1], [0.0, 0.0, 0.0], [0.0, 0.0, 0.0], [0.0, 0.0, 0.0], [0.0, 0.0, 0.0], [0.0, 0.0, 0.0], [0.0, 0.0, 0.0], [0.0, 0.0, 0.0], [0.0, 0.0, 0.0], [0.0, 0.0, 0.0], [0.0, 0.0, 0.0], [0.0, 0.0, 0.0], [0.0, 0.0, 0.0], [0.0, 0.0, 0.0], [0.0, 0.0, 0.0], [0.0, 0.0, 0.0], [0.0, 0.0, 0.0], [0.0, 0.0, 0.0], [0.0, 0.0, 0.0], [0.0, 0.0, 0.0], [0.0, 0.0, 0.0], [0.0, 0.0, 0.0], [0.1, 0.0, 0.0], [0.0, 0.0, 0.0], [0.0, 0.0, -0.2], [-0.1, 0.1, 0.0], [0.0, -0.1, 0.0], [-0.1, -0.1, -0.2], [0.5, 0.2, 0.2], [-0.2, -0.1, 0.1], [0.0, 0.0, 0.0], [0.0, 0.0, 0.0], [0.0, 0.0, 0.0], [0.0, 0.0, 0.1], [0.0, 0.0, 0.0], [0.0, 0.0, 0.0], [0.0, 0.0, 0.0], [0.0, 0.0, 0.0], [0.0, 0.0, 0.0], [0.0, 0.0, 0.0], [0.0, 0.0, 0.0], [0.0, 0.0, 0.0], [0.1, 0.0, 0.1], [0.0, 0.0, 0.0], [-0.1, -0.3, 0.0], [0.0, 0.3, 0.2], [0.0, 0.0, 0.1], [0.0, 0.0, 0.0], [0.0, 0.0, 0.0], [0.0, 0.0, 0.0], [0.0, 0.0, 0.0], [0.0, 0.0, 0.0], [0.0, 0.0, 0.0], [0.0, 0.0, 0.0], [0.0, 0.0, 0.0], [0.0, 0.0, 0.0], [0.0, 0.0, 0.0], [0.0, 0.0, 0.0], [0.1, -0.1, 0.0]], "lowdin_charge": [0.38, -0.09, -0.08, -0.08, -0.31, -0.11, -0.08, 0.89, -0.38, -0.13, -0.08, -0.08, -0.07, -0.15, -0.31, -0.07, -0.07, -0.03, -0.17, -0.05, -0.09, -0.12, -0.30, -0.22, 0.10, 0.10, 0.10, 0.09, 0.11, 0.08, 0.10, 0.10, 0.11, 0.08, 0.11, 0.10, 0.11, 0.11, 0.10, 0.07, -0.07, -0.21, -0.05, -0.20, -0.07, -0.40, 0.06, -0.12, 0.00, -0.03, -0.20, -0.02, -0.08, 0.08, 0.07, 0.07, 0.11, 0.12, 0.12, 0.12, 0.07, 0.08, 0.06, 0.12, 0.12, 0.04, 0.12, -0.65, 0.96, -0.28, -0.22, -0.23, -0.31, 0.09, 0.09, 0.11, 0.11, 0.08, 0.12, 0.07, 0.10, 0.32]}

The calculation returns the following energy values, one per record and in order: -4936.15928, -2772.73499 Eh.
The calculation returns the following energy above the lowest of the compared OMol25 structures with the same formula, charge and spin values, one per record and in order: 0.0, 1.3 kJ/mol.
The calculation returns the following F_max values, one per record and in order: 0.19, 0.60 eV/Å.